ORCA calculation (wB97M-V/def2-TZVPD) on a cluster of 2 separate species, C2H8NS in total.

Geometry as XYZ:
```
12
Properties=species:S:1:pos:R:3:forces:R:3:mulliken_charge:R:1
S -0.8430 0.9783 -2.9228 -0.03 0.23 -0.15 -0.854
H -0.5356 2.2685 -3.1944 -0.06 -0.26 0.13 -0.053
C -0.4539 -1.2919 1.0194 1.02 -0.04 -0.68 -0.798
N 0.2679 -0.6111 -0.0692 -0.94 0.08 0.21 -0.335
C 0.8006 0.6476 0.4033 0.68 -0.26 0.71 -0.848
H 0.3004 -1.8663 1.5752 -0.32 -0.26 0.03 0.234
H -0.9124 -0.6325 1.7647 -0.36 0.23 -0.21 0.257
H -1.1863 -1.9463 0.5484 -0.08 -0.16 0.39 0.330
H -0.3746 -0.4282 -0.8545 0.51 0.19 0.29 0.158
H 1.4805 1.0904 -0.3224 -0.36 0.17 -0.18 0.271
H 1.4174 0.4311 1.2962 -0.05 0.00 -0.17 0.342
H 0.0389 1.3606 0.7560 0.00 0.08 -0.37 0.296
```
Forces are in eV/Å.

Values from the calculation:
Largest force on an atom   1.230 eV Å⁻¹
Frontier orbital gap   6.62 eV
Total charge   -1
Energy relative to the best compared isomer or geometry (same formula, charge and spin)   11.6 kcal/mol
HOMO energy   -2.6 eV

=====

ORCA calculation (wB97M-V/def2-TZVPD) on a cluster of 2 separate species, C2H8NS in total.

Geometry as XYZ:
```
12
Properties=species:S:1:pos:R:3:forces:R:3:mulliken_charge:R:1
N -2.1400 -0.1241 -1.9879 0.34 -0.80 1.58 -0.685
H -1.8892 0.8582 -1.9519 -0.20 0.00 -1.13 0.253
H -1.3732 -0.4526 -1.3940 -0.45 -0.15 0.16 0.244
H -2.0982 -0.6966 -2.8158 0.14 0.92 -0.69 0.171
C 1.9367 -0.8563 0.9048 -0.30 0.08 0.61 -1.027
C 0.4403 -0.7779 0.6790 -0.95 1.47 -0.09 -0.481
S -0.0811 1.0128 0.4179 0.31 -0.51 -0.11 -0.722
H 2.2475 -1.8317 1.3039 0.17 0.00 -0.18 0.307
H 2.1091 -0.0870 1.6630 0.29 -0.19 0.10 0.251
H 2.5409 -0.5493 0.0542 -0.13 -0.20 -0.27 0.274
H -0.1166 -1.0404 1.5785 0.28 -0.40 0.14 0.153
H 0.0098 -1.3802 -0.1250 0.48 -0.22 -0.11 0.262
```
Forces are in eV/Å.

Values from the calculation:
Largest force on an atom   1.804 eV Å⁻¹
Frontier orbital gap   6.74 eV
Total charge   -1
Energy relative to the best compared isomer or geometry (same formula, charge and spin)   11.6 kcal/mol
HOMO energy   -2.3 eV

=====

ORCA calculation (wB97M-V/def2-TZVPD) on a cluster of 2 separate species, C2H8NS in total.

Geometry as XYZ:
```
12
Properties=species:S:1:pos:R:3:forces:R:3:mulliken_charge:R:1
S -0.2037 3.0093 0.2689 0.11 0.08 0.05 -0.864
H -0.8490 4.1280 -0.0960 -0.05 -0.03 0.00 -0.056
C 0.5145 -1.4896 0.8109 0.16 -0.48 -1.01 -1.054
C 0.3764 -0.5918 -0.4336 -0.21 1.38 0.85 -0.136
N -1.0198 -0.1269 -0.6042 0.34 -0.20 0.09 -0.750
H 1.2711 -1.1704 1.5212 0.21 0.17 -0.10 0.289
H 0.7814 -2.4867 0.4409 -0.16 -0.14 0.52 0.228
H -0.4305 -1.5160 1.3378 -0.24 -0.16 0.02 0.353
H 0.7216 -1.0258 -1.3648 0.03 -0.55 -0.01 0.353
H 1.0113 0.2883 -0.2719 0.09 0.01 -0.15 0.183
H -1.0843 0.2362 -1.5444 -0.13 0.05 -0.26 0.269
H -1.0889 0.7453 -0.0647 -0.15 -0.14 0.00 0.185
```
Forces are in eV/Å.

Values from the calculation:
Largest force on an atom   1.632 eV Å⁻¹
Frontier orbital gap   6.96 eV
Total charge   -1
Energy relative to the best compared isomer or geometry (same formula, charge and spin)   4.7 kcal/mol
HOMO energy   -2.7 eV

=====

ORCA calculation (wB97M-V/def2-TZVPD) on the ion C2H8NS with charge +1.

Geometry as XYZ:
```
12
Properties=species:S:1:pos:R:3:forces:R:3:mulliken_charge:R:1
C -0.6165 -0.4998 -0.9542 -0.70 2.39 -3.78 -1.101
C 0.4966 -0.2081 -0.0659 2.27 1.08 -0.45 0.071
N 0.1270 1.3175 0.8744 0.81 -2.36 -1.83 -0.458
S 1.1053 -1.5732 0.7844 0.08 -0.32 1.14 -0.064
H -1.3673 -1.0273 -0.4697 -1.36 -1.43 0.52 0.373
H -0.2219 -0.9279 -1.9209 -0.32 -0.51 1.39 0.331
H -1.1462 0.3704 -1.4864 0.80 -0.49 1.32 0.358
H 1.4409 0.0121 -0.6485 -1.18 1.17 0.72 0.291
H -0.7581 1.2689 1.3656 -0.07 0.00 0.07 0.321
H 0.1009 1.9385 0.0703 -0.10 0.51 0.44 0.360
H 0.9168 1.4824 1.4846 0.01 0.27 0.19 0.352
H -0.0775 -2.1534 0.9664 -0.25 -0.29 0.27 0.165
```
Forces are in eV/Å.

Values from the calculation:
Largest force on an atom   4.530 eV Å⁻¹
Frontier orbital gap   10.80 eV
Total charge   +1
Energy relative to the best compared isomer or geometry (same formula, charge and spin)   23.0 kcal/mol
SMILES string   C[C@@H]([NH3+])S
HOMO energy   -14.5 eV